[1]
51
Properties=species:S:1:pos:R:3:nbo_charge:R:1 method="wB97M-V/def2-TZVPD" smiles="Clc1ccc(P(c2ccc(Cl)cc2)c2ccc(Cl)cc2)cc1.N#Cc1cc([N+](=O)[O-])cc2c1no[n+]2[O-]" e_lumo_ev=-2.6 multiplicity=1 gap_ev=6.09 molar_mass_g_mol=571.744 relative_energy_kcal_mol=0.00 e_tot_ha=-3202.7334 homo_energy_ev=-8.700
Cl -3.5812 2.0891 -4.2640 0.028
C -2.2503 2.2073 -3.1951 -0.053
C -1.9457 1.1268 -2.3521 -0.231
C -0.8494 1.2261 -1.4983 -0.222
C -0.0527 2.3860 -1.4951 -0.250
P 1.4265 2.3076 -0.4103 0.809
C 2.6037 1.5154 -1.5793 -0.355
C 3.8659 1.2006 -1.0423 -0.201
C 4.8865 0.7358 -1.8694 -0.232
C 4.6157 0.5457 -3.2350 -0.035
Cl 5.8656 0.0025 -4.2726 0.023
C 3.3310 0.7399 -3.7605 -0.250
C 2.3207 1.2221 -2.9219 -0.142
C 1.9953 4.0479 -0.5752 -0.351
C 1.4043 4.9538 0.3259 -0.196
C 1.6774 6.3174 0.2352 -0.232
C 2.5625 6.7657 -0.7587 -0.036
Cl 2.8860 8.4410 -0.8989 0.024
C 3.2296 5.8672 -1.6024 -0.248
C 2.9511 4.5002 -1.4976 -0.139
C -0.4202 3.4897 -2.2789 -0.229
C -1.5169 3.3986 -3.1419 -0.215
H -2.5643 0.2353 -2.3498 0.233
H -0.5977 0.4043 -0.8273 0.215
H 4.0337 1.3233 0.0281 0.234
H 5.8682 0.5059 -1.4615 0.235
H 3.1129 0.5070 -4.8009 0.233
H 1.3209 1.3673 -3.3269 0.220
H 0.7347 4.5728 1.0974 0.220
H 1.2307 7.0172 0.9373 0.233
H 3.9752 6.2201 -2.3109 0.233
H 3.4903 3.7997 -2.1322 0.223
H 0.1385 4.4227 -2.2284 0.233
H -1.8042 4.2532 -3.7484 0.232
N -1.7507 -4.2633 3.0833 -0.240
C -1.2561 -3.2045 3.1027 0.254
C -0.6672 -1.9122 3.0456 -0.163
C 0.6993 -1.6266 2.9758 -0.105
C 1.1435 -0.2799 2.7985 0.007
N 2.5553 -0.0299 2.8309 0.493
O 3.3428 -0.9926 3.0222 -0.366
O 2.9674 1.1457 2.6837 -0.366
C 0.2470 0.8004 2.6602 -0.110
C -1.1014 0.4952 2.7888 0.022
C -1.5836 -0.8199 2.9509 0.112
N -2.9327 -0.8938 3.0735 -0.072
O -3.3581 0.4279 3.0275 -0.142
N -2.2276 1.3287 2.8467 0.416
O -2.3996 2.5278 2.8594 -0.315
H 1.4094 -2.4340 3.1108 0.275
H 0.5899 1.8201 2.4606 0.289



[2]
52
Properties=species:S:1:pos:R:3:mulliken_spin:R:1 method="wB97M-V/def2-TZVPD" e_lumo_ev="-5.9 / -9.6" multiplicity=6 gap_ev="7.94 / 4.84" charge=+2 molar_mass_g_mol=826.006 relative_energy_kcal_mol=9.48 e_tot_ha=-4517.6722 homo_energy_ev="-13.833 / -14.410"
Ir 1.2049 -1.5838 1.2944 2.801
Cl 3.9648 -1.8654 0.2209 0.082
C 3.9965 -1.5743 1.9209 -0.016
C 2.7175 -1.5271 2.5199 0.427
C 2.6288 -1.3262 3.9201 0.010
Cl 1.0653 -1.3622 4.6018 0.050
C 3.7525 -1.0839 4.6700 -0.014
Cl 3.6474 -0.7814 6.3365 0.003
C 5.0229 -1.0795 4.0212 0.245
Cl 6.4029 -0.7680 4.9121 0.111
C 5.1435 -1.3380 2.6176 0.011
Cl 6.6594 -1.3211 1.8593 0.012
O -0.5991 0.4492 -0.7052 0.047
C 0.2223 1.0496 -0.0385 -0.041
N 1.1143 0.4131 0.8236 0.289
S 2.1606 1.5097 1.5839 0.003
O 1.9026 1.4647 2.9896 0.012
O 3.4896 1.2614 1.1148 0.011
C 1.4477 2.9151 0.8175 0.018
C 1.8074 4.2366 0.9841 -0.005
C 1.0894 5.1771 0.2554 0.006
C 0.0589 4.7945 -0.6016 0.002
C -0.2850 3.4590 -0.7534 0.001
C 0.4252 2.5173 -0.0272 0.013
H 2.6083 4.5298 1.6486 0.000
H 1.3365 6.2252 0.3556 0.000
H -0.4774 5.5526 -1.1556 0.000
H -1.0799 3.1521 -1.4191 0.000
O -0.7288 -2.2192 0.2474 0.126
S -1.7600 -2.2937 -0.7952 0.334
C -3.2372 -1.4298 -0.4601 0.066
C -4.0703 -1.9975 0.5054 0.009
C -5.2483 -1.3437 0.8126 -0.007
C -5.5780 -0.1666 0.1493 0.028
C -4.7361 0.3770 -0.8174 0.000
C -3.5479 -0.2496 -1.1400 0.034
C -1.2366 -2.0126 -2.3993 0.097
C 0.1192 -1.7703 -2.6657 0.033
C 0.5090 -1.6443 -3.9781 -0.009
C -0.4290 -1.7906 -5.0043 0.120
C -1.7677 -2.0663 -4.7285 -0.027
C -2.1849 -2.2007 -3.4235 0.091
H -3.8070 -2.9272 0.9939 -0.003
H -5.9153 -1.7580 1.5554 0.000
H -6.5068 0.3348 0.3865 0.001
H -5.0061 1.2981 -1.3153 0.002
H -2.8619 0.1737 -1.8580 0.002
H 0.8220 -1.6500 -1.8550 0.017
H 1.5409 -1.4286 -4.2177 0.002
H -0.1074 -1.6980 -6.0332 0.002
H -2.4755 -2.1905 -5.5359 0.001
H -3.2141 -2.4424 -3.1904 0.002



[3]
49
Properties=species:S:1:pos:R:3:nbo_charge:R:1 method="wB97M-V/def2-TZVPD" e_lumo_ev=5.0 multiplicity=1 gap_ev=4.90 charge=-2 molar_mass_g_mol=556.261 relative_energy_kcal_mol=69.65 e_tot_ha=-4287.3886 homo_energy_ev=0.068
C -2.4614 -1.9717 1.8217 -0.610
C -1.8967 -0.7104 2.4358 -0.441
C -2.7342 0.4194 2.1332 0.317
N -3.4955 1.2411 1.7825 -0.450
C -0.4777 -0.3815 2.1463 0.134
C 0.4218 -1.3457 1.6576 -0.274
C 1.6739 -0.9535 1.1999 -0.150
C 2.0962 0.3750 1.3342 -0.267
C 3.4423 0.7640 0.9845 0.332
N 4.5138 1.1059 0.6491 -0.427
C 1.2183 1.3371 1.8415 -0.140
C -0.0487 0.9544 2.2641 -0.255
H -1.9080 -2.8537 2.1479 0.209
H -3.5104 -2.0670 2.1278 0.225
H -2.4478 -1.8860 0.7258 0.178
H 0.1272 -2.3904 1.5604 0.222
H 2.3375 -1.6827 0.7380 0.202
H 1.5350 2.3788 1.9233 0.211
H -0.7394 1.7174 2.6298 0.244
O -3.4752 -3.9946 5.5325 -0.576
C -3.1651 -2.9208 5.2371 0.595
Co -2.6321 -1.3806 4.6912 0.144
C -1.0941 -2.3286 4.3369 0.591
O -0.1694 -2.9201 3.9466 -0.616
C -4.2209 -0.9617 4.0816 0.540
O -5.3185 -0.7917 3.7552 -0.563
C -2.5210 -0.2232 6.2391 -0.469
C -3.7236 -0.2733 7.0955 -0.026
C -4.8621 0.5192 6.8289 -0.259
C -5.9989 0.3135 7.6062 -0.156
C -6.0289 -0.6442 8.6259 -0.313
C -4.8893 -1.4002 8.9106 -0.217
C -3.7412 -1.1978 8.1532 -0.233
C -1.1714 -0.5833 6.2738 0.026
C -0.3965 -1.7262 6.1614 -0.726
Co -1.2970 1.0471 5.6073 -0.153
C -2.3700 2.0827 4.6556 0.499
O -3.0583 2.8783 4.1815 -0.572
C 0.3580 0.8408 5.0790 0.534
O 1.4792 0.6553 4.8481 -0.593
C -0.9022 2.2297 6.7634 0.496
O -0.5222 2.9662 7.5679 -0.592
H -4.8446 1.2855 6.0448 0.223
H -6.8945 0.8932 7.3978 0.184
H -6.9371 -0.8297 9.1976 0.184
H -4.8789 -2.1530 9.6912 0.189
H -2.8331 -1.7733 8.3424 0.208
H 0.6868 -1.6279 6.2013 0.205
H -0.8090 -2.6765 6.5062 0.189



[4]
50
Properties=species:S:1:pos:R:3:nbo_charge:R:1 method="wB97M-V/def2-TZVPD" e_lumo_ev=-3.8 multiplicity=1 gap_ev=6.49 charge=+1 molar_mass_g_mol=515.316 relative_energy_kcal_mol=11.91 e_tot_ha=-2548.7157 homo_energy_ev=-10.294
Al -0.7807 0.3620 0.3498 1.936
Cl -7.3220 -0.9698 0.2328 0.061
C -5.8303 -0.1565 0.1478 -0.062
C -4.6687 -0.8190 0.5534 -0.256
C -3.4465 -0.2380 0.3667 0.183
N -2.2216 -0.7637 0.8471 -0.856
C -2.0897 -1.5710 1.9150 0.645
O -2.8760 -2.3214 2.4495 -0.560
C -0.7578 -1.1767 2.6225 0.163
C -0.3457 -1.8119 3.7453 -0.201
C 0.6697 -1.2523 4.5293 -0.106
C 1.3209 -0.1103 4.0885 -0.240
C 0.9062 0.4204 2.8757 0.060
N -0.0698 -0.1451 2.1480 -0.614
C -3.3935 1.0496 -0.1874 0.114
C -4.4985 1.7516 -0.5035 -0.215
C -5.7512 1.1437 -0.2934 -0.071
Cl -7.1263 2.1226 -0.5279 0.057
N -2.0253 1.4172 -0.6113 -0.880
C -1.8187 1.3843 -1.9514 0.642
O -2.4793 1.9170 -2.8066 -0.543
C -0.7341 0.4087 -2.4205 0.155
C -0.4276 0.2587 -3.7568 -0.201
C 0.3005 -0.8168 -4.1275 -0.120
C 0.7581 -1.7118 -3.2068 -0.244
C 0.4655 -1.4829 -1.8961 0.067
N -0.2558 -0.4365 -1.4517 -0.576
H -4.8199 -1.8192 0.9779 0.264
H -0.7634 -2.7527 4.0607 0.262
H 0.8937 -1.7907 5.4662 0.247
H 2.0688 0.3732 4.7151 0.249
H 1.3869 1.3528 2.5112 0.228
H -4.4533 2.7125 -0.9819 0.258
H -0.7607 1.0135 -4.4343 0.267
H 0.5560 -0.9427 -5.1706 0.241
H 1.3649 -2.6059 -3.4561 0.253
H 0.7858 -2.1245 -1.0280 0.214
N 1.0027 1.3957 0.1920 -0.517
C 2.1011 1.2726 -0.1050 0.546
C 3.4811 1.0164 -0.3528 -0.229
C 4.1464 1.5670 -1.4575 -0.132
C 5.4919 1.2700 -1.5778 -0.202
C 6.1201 0.4543 -0.6687 -0.148
C 5.4291 -0.0768 0.4104 -0.190
C 4.1025 0.1682 0.5657 -0.159
H 3.5964 2.2169 -2.1370 0.244
H 6.0556 1.6685 -2.4320 0.245
H 7.2112 0.2345 -0.7357 0.245
H 5.9677 -0.7396 1.1325 0.242
H 3.5334 -0.3162 1.3754 0.233